Formula: C5H4
Source: the OMol25 dataset
Level of theory: the ωB97M-V functional and the def2-TZVPD basis

For the calculated total energy, the calculation gives -5243.3335 eV. The value obtained for the HOMO energy is -9.91 eV. The value obtained for the energy relative to the best compared isomer or geometry (same formula, charge and spin) is 66.0 kcal/mol. Its structure (SMILES) is C#CCC#C. The calculation puts the HOMO-LUMO gap at 10.752 eV.

XYZ file:
```
9
Properties=species:S:1:pos:R:3:lowdin_charge:R:1
C -1.544 1.595 -0.801 0.05
C -0.457 0.889 -0.906 -0.11
C 0.467 -0.410 -0.717 -0.23
C 0.765 -0.744 0.647 -0.23
C 0.952 -1.281 1.688 0.05
H -2.264 2.411 -0.363 0.06
H 1.439 -0.042 -1.166 0.11
H -0.173 -1.192 -1.358 0.16
H 0.815 -1.227 2.976 0.15
```